1.
85
Properties=species:S:1:pos:R:3:forces:R:3 method="wB97M-V/def2-TZVPD" total_charge=0 s_squared=0.759 multiplicity=2 e_tot_ha=-3660.66312 lumo_ha="0.009 / -0.018" de_lowest_kcal_mol=13.8 homo_energy_ha="-0.2684 / -0.2679"
Ru 1.6594 -0.8446 0.9249 -0.013 0.068 0.106
S -0.1658 1.8503 -0.9173 -0.049 -0.025 -0.001
P -1.0121 0.0392 -0.7378 -0.009 -0.026 0.031
C -0.3306 -0.9887 0.4575 -0.090 -0.089 0.019
P -0.9283 -1.2798 2.0190 -0.011 0.045 -0.006
S 0.8219 -1.3946 3.0710 -0.046 -0.001 -0.011
C -1.8489 -2.8209 2.2533 -0.006 0.000 -0.017
C -2.2302 -3.2154 3.5352 0.005 0.000 -0.001
C -2.9109 -4.4061 3.7204 0.002 -0.006 0.000
C -3.2133 -5.2113 2.6274 -0.006 0.005 0.005
C -2.8269 -4.8278 1.3532 0.004 0.003 0.000
C -2.1405 -3.6342 1.1674 0.010 -0.006 -0.008
C -1.9973 -0.0033 2.7426 -0.004 -0.016 0.007
C -1.4275 1.2369 3.0316 0.005 -0.011 -0.016
C -2.2165 2.2657 3.5164 -0.018 0.013 0.000
C -3.5763 2.0637 3.7224 0.012 0.010 -0.001
C -4.1464 0.8340 3.4340 0.006 -0.012 -0.011
C -3.3607 -0.1987 2.9403 -0.005 0.011 0.004
C -2.8073 0.2314 -0.4689 0.002 0.086 0.005
C -3.6470 -0.8702 -0.6156 0.004 -0.036 -0.003
C -5.0079 -0.7502 -0.3805 0.011 -0.023 -0.007
C -5.5405 0.4764 -0.0073 -0.001 0.026 0.011
C -4.7093 1.5785 0.1312 -0.009 -0.011 0.003
C -3.3459 1.4580 -0.0971 -0.005 -0.031 -0.009
C -0.9748 -0.7750 -2.3708 -0.007 -0.013 -0.003
C -0.6837 -2.1280 -2.4894 0.014 -0.007 0.025
C -0.6857 -2.7390 -3.7363 0.005 0.002 -0.011
C -0.9784 -1.9979 -4.8718 -0.001 0.004 0.001
C -1.2756 -0.6440 -4.7589 -0.003 0.014 0.005
C -1.2749 -0.0346 -3.5125 -0.002 -0.006 -0.005
H -1.9885 -2.5904 4.3875 -0.002 0.001 0.000
H -3.2033 -4.7113 4.7167 -0.001 0.000 0.000
H -3.7455 -6.1424 2.7744 0.002 -0.001 0.001
H -3.0519 -5.4593 0.5033 0.001 0.001 0.000
H -1.8119 -3.3320 0.1810 0.003 0.002 -0.007
H -0.3654 1.3895 2.8801 -0.004 0.000 0.008
H -1.7699 3.2263 3.7388 0.002 -0.001 0.001
H -4.1903 2.8685 4.1067 0.000 -0.001 0.001
H -5.2069 0.6762 3.5829 -0.001 0.000 -0.001
H -3.8166 -1.1506 2.7007 -0.002 0.002 0.000
H -3.2397 -1.8248 -0.9278 0.003 0.000 0.007
H -5.6527 -1.6121 -0.4975 0.000 0.001 0.000
H -6.6041 0.5724 0.1720 0.000 0.001 -0.001
H -5.1214 2.5359 0.4241 0.000 0.000 0.001
H -2.6891 2.3118 0.0105 0.007 0.004 -0.002
H -0.4139 -2.6851 -1.5999 -0.016 0.004 -0.002
H -0.4432 -3.7906 -3.8208 0.001 0.000 -0.001
H -0.9753 -2.4720 -5.8451 -0.003 -0.001 0.000
H -1.5124 -0.0655 -5.6436 0.001 0.001 0.003
H -1.4942 1.0224 -3.4159 0.001 0.007 -0.010
C 4.2629 2.1455 2.5464 -0.006 -0.003 0.004
C 3.6748 0.8906 1.9849 0.012 -0.005 0.006
N 2.4667 0.8564 1.4821 0.063 -0.003 -0.014
O 1.7043 2.0042 1.5917 0.033 -0.015 0.074
C 4.3591 -0.3510 1.9506 -0.014 -0.006 0.006
C 5.7622 -0.6182 2.3752 -0.003 -0.005 -0.008
N 3.5930 -1.3500 1.4833 0.033 0.018 -0.066
O 4.0466 -2.5036 1.4120 -0.018 0.000 -0.002
H 3.4805 2.8386 2.8398 -0.004 0.000 0.000
H 4.8932 2.6363 1.8000 -0.003 -0.001 0.000
H 4.8874 1.9156 3.4071 0.001 0.000 -0.002
H 1.0147 1.9096 0.8832 0.023 0.014 -0.060
H 6.2834 0.2996 2.6409 -0.001 0.001 0.000
H 6.3085 -1.1150 1.5710 -0.002 0.001 -0.001
H 5.7851 -1.2998 3.2286 0.001 0.002 0.002
C 4.5595 3.4119 -1.6916 0.001 -0.011 0.002
C 3.2532 2.6865 -1.4163 0.032 0.004 -0.037
N 3.4215 1.2305 -1.4234 -0.010 -0.019 0.003
C 2.6718 0.3283 -2.0733 0.025 0.014 0.005
S 2.3463 -1.2017 -1.3719 0.099 0.015 -0.021
N 2.2113 0.5326 -3.3036 -0.046 0.018 0.002
C 2.5845 1.5535 -4.2723 0.008 0.003 0.005
C 1.4260 2.4807 -4.6079 -0.010 -0.006 0.005
H 4.4175 4.4903 -1.6142 -0.004 -0.001 -0.002
H 4.9443 3.1834 -2.6864 0.008 0.006 0.000
H 5.3232 3.1198 -0.9686 -0.001 0.002 0.002
H 2.4815 2.9552 -2.1312 -0.010 -0.005 -0.008
H 2.8631 2.9646 -0.4349 0.006 -0.004 -0.003
H 3.7872 0.8497 -0.5615 -0.028 0.001 -0.006
H 1.5167 -0.1414 -3.5954 0.013 -0.009 -0.004
H 2.9230 1.0404 -5.1755 -0.004 -0.005 -0.001
H 3.4424 2.0975 -3.8869 0.006 0.012 0.010
H 0.5987 1.9113 -5.0336 0.001 -0.003 -0.010
H 1.7380 3.2257 -5.3405 0.005 0.003 0.003
H 1.0462 2.9859 -3.7198 0.006 -0.003 0.006

---

2.
51
Properties=species:S:1:pos:R:3:forces:R:3 method="wB97M-V/def2-TZVPD" total_charge=+3 e_tot_ha=-2403.52284 lumo_ha=-0.328 de_lowest_kcal_mol=4.3 homo_energy_ha=-0.5576
Y -1.0638 -0.0340 0.8437 -0.018 -0.178 0.038
I 0.1953 4.5184 -1.3697 -0.022 -0.036 -0.069
C 0.3809 3.9516 0.6094 0.042 -0.021 0.153
C 0.8550 4.8940 1.5539 0.008 0.075 -0.082
C 0.9924 4.5847 2.8772 -0.051 -0.155 -0.054
I 1.7040 6.0288 4.1828 0.025 0.052 0.048
C 0.6390 3.2749 3.3259 -0.008 0.000 -0.009
C 0.7308 2.8406 4.6607 -0.005 0.006 -0.007
C 0.3568 1.5638 5.0083 0.010 0.010 0.056
C -0.1173 0.7107 4.0215 -0.049 -0.050 -0.095
N -0.2197 1.0663 2.7398 -0.019 -0.128 -0.150
C 0.1613 2.3405 2.3778 0.126 0.196 0.228
C 0.0506 2.6856 1.0120 -0.007 0.216 -0.200
O -0.4031 1.7216 0.1677 0.063 -0.099 0.006
H 1.1133 5.8833 1.2010 0.005 0.005 0.019
H 1.0988 3.5283 5.4115 -0.001 -0.016 0.019
H 0.4204 1.2174 6.0294 0.001 0.003 0.000
H -0.4294 -0.2957 4.2793 0.004 -0.001 0.006
C 3.0436 -2.2163 -3.1571 0.007 0.008 0.009
N 1.5982 -2.3753 -3.6820 0.016 -0.004 0.005
C 1.2222 -3.8713 -3.5838 -0.010 -0.008 -0.003
N 1.3901 -4.3319 -2.2528 0.000 -0.049 0.015
C 2.7708 -4.1504 -1.8046 -0.001 0.021 -0.010
N 3.1489 -2.7367 -1.8413 0.006 -0.011 0.018
C 2.4609 -1.9370 -0.8363 0.056 -0.015 -0.021
P 0.6204 -1.9701 -1.1091 -0.023 0.130 0.062
C 0.6363 -1.5169 -2.9142 -0.018 0.029 -0.032
C 0.4081 -3.8064 -1.3149 -0.004 -0.005 -0.025
H 3.2876 -1.1554 -3.1995 -0.006 0.000 -0.009
H 3.6770 -2.7716 -3.8482 -0.007 0.000 -0.003
H 1.5761 -2.0943 -4.6655 -0.006 -0.002 0.000
H 1.8916 -4.3958 -4.2650 0.003 0.011 -0.002
H 0.1929 -3.9701 -3.9267 0.002 0.011 -0.003
H 3.4341 -4.7135 -2.4609 0.002 0.002 0.002
H 2.8824 -4.5336 -0.7923 -0.002 -0.004 0.000
H 2.8228 -0.9073 -0.8680 -0.017 0.004 0.004
H 2.6894 -2.3321 0.1551 -0.010 -0.001 0.000
H 0.9282 -0.4734 -3.0430 0.016 -0.004 0.023
H -0.3550 -1.6454 -3.3511 0.001 -0.015 0.015
H -0.6012 -4.0270 -1.6674 -0.002 -0.004 0.011
H 0.5312 -4.2979 -0.3486 -0.004 0.003 0.002
C -4.0394 2.7130 1.0462 -0.007 0.052 0.030
S -4.4383 1.0061 1.3618 -0.156 0.087 -0.039
C -5.6081 0.7049 0.0554 -0.007 -0.031 0.021
O -3.1615 0.2266 0.9084 0.034 -0.007 0.011
H -4.9446 3.2926 1.2363 -0.004 -0.009 -0.003
H -3.7030 2.8489 0.0191 -0.004 -0.052 -0.008
H -3.2740 3.0185 1.7589 0.006 -0.027 0.000
H -6.4988 1.2922 0.2846 0.005 0.005 0.018
H -5.8653 -0.3523 0.0794 0.007 0.000 0.001
H -5.1889 0.9983 -0.9052 0.025 0.003 0.010

---

3.
75
Properties=species:S:1:pos:R:3:forces:R:3 method="wB97M-V/def2-TZVPD" total_charge=+1 e_tot_ha=-4219.68592 lumo_ha=-0.109 homo_energy_ha=-0.3860
Pd -0.2089 -1.0124 -1.1945 0.569 -0.358 -0.485
C 2.4194 -0.6405 -3.7693 -0.014 0.077 -0.048
P 2.1571 -1.1949 -2.0612 -0.320 -0.262 0.382
C 3.7318 -0.7850 -1.2465 -0.035 0.036 0.031
C 2.2287 -3.0370 -2.1903 0.029 0.115 -0.098
C 1.6590 -3.6475 -0.9173 -0.070 0.026 0.151
P -0.1050 -3.1765 -0.6996 0.103 0.226 0.096
C -1.0145 -4.5265 -1.4930 0.044 0.045 -0.179
C -0.4270 -3.4458 1.0644 -0.001 -0.071 -0.003
H 3.2838 -1.1291 -4.2213 0.010 0.005 0.018
H 2.5840 0.4375 -3.7681 -0.010 0.003 -0.041
H 1.5318 -0.8504 -4.3654 0.004 -0.001 -0.020
H 4.5768 -1.2567 -1.7506 -0.016 -0.006 -0.015
H 3.7043 -1.0932 -0.2007 0.026 -0.004 -0.011
H 3.8661 0.2963 -1.2562 0.006 0.007 0.021
H 3.2494 -3.3833 -2.3655 0.009 0.042 -0.030
H 1.6243 -3.3257 -3.0554 0.046 -0.004 -0.026
H 2.2003 -3.2637 -0.0467 -0.030 -0.036 0.035
H 1.7461 -4.7363 -0.8978 -0.007 -0.003 -0.028
H -0.6777 -5.4704 -1.0621 -0.024 -0.006 0.009
H -0.8226 -4.5400 -2.5671 -0.023 0.008 0.033
H -2.0850 -4.4164 -1.3323 0.008 0.014 -0.005
H -0.0521 -4.4262 1.3679 -0.010 0.005 -0.035
H -1.4997 -3.4065 1.2567 0.032 0.060 -0.003
H 0.0643 -2.6748 1.6576 -0.036 0.022 -0.003
C -1.0682 1.2756 -2.9553 -0.155 0.055 -0.088
Ge -2.6640 0.2282 -2.3970 0.060 0.232 0.018
C -3.5549 1.0544 -0.8616 0.001 -0.031 -0.148
C -3.8880 0.1552 -3.9212 0.009 0.024 0.056
C -2.0652 -1.5770 -1.9149 -0.256 0.016 0.342
H -1.2426 2.3311 -2.7363 -0.012 -0.020 0.018
H -0.9398 1.1726 -4.0342 0.012 -0.023 0.010
H -0.1127 1.0158 -2.4868 -0.006 -0.026 0.018
H -3.9241 2.0436 -1.1358 0.012 0.002 0.014
H -2.8887 1.1702 -0.0080 -0.013 -0.001 0.003
H -4.4095 0.4477 -0.5589 0.002 0.001 0.009
H -4.2511 1.1576 -4.1529 0.013 -0.003 0.012
H -4.7483 -0.4720 -3.6876 0.003 -0.004 -0.019
H -3.3942 -0.2417 -4.8078 0.013 -0.029 0.019
H -1.8899 -2.2142 -2.7832 -0.002 0.004 0.023
H -2.8160 -2.0639 -1.2878 0.141 0.030 0.099
C -1.7175 5.5050 1.0960 0.006 -0.038 0.006
C -0.8326 5.1502 0.0862 -0.002 -0.029 0.009
C -0.3347 3.8554 0.0252 -0.057 0.030 -0.022
C -0.7052 2.9162 0.9852 0.084 -0.073 -0.037
C -1.6004 3.2714 1.9893 0.044 0.076 -0.002
C -2.1039 4.5652 2.0416 0.006 -0.006 -0.009
Sb 0.0139 0.9213 0.8381 0.101 -0.214 -0.097
C -0.7414 0.1748 2.6712 -0.110 0.082 -0.042
C -0.1873 0.4892 3.9103 -0.159 -0.074 0.024
C -0.8008 0.0452 5.0752 0.065 0.030 -0.012
C -1.9735 -0.6949 5.0106 -0.029 -0.018 -0.022
C -2.5417 -0.9943 3.7797 0.028 0.020 0.013
C -1.9253 -0.5602 2.6133 0.092 -0.048 0.064
C 2.0855 1.1275 1.3462 -0.159 0.009 0.010
C 2.8770 2.0984 0.7374 -0.027 0.069 0.054
C 4.2394 2.1665 0.9996 -0.010 -0.013 0.008
C 4.8288 1.2535 1.8639 -0.018 0.008 -0.019
C 4.0497 0.2770 2.4681 -0.034 -0.024 0.010
C 2.6845 0.2138 2.2112 0.104 0.033 -0.109
H -2.1094 6.5124 1.1432 0.003 -0.003 -0.004
H -0.5349 5.8778 -0.6578 -0.006 0.004 0.008
H 0.3344 3.5854 -0.7867 -0.014 0.006 0.032
H -1.9047 2.5479 2.7369 0.002 0.027 -0.015
H -2.7982 4.8367 2.8264 0.002 0.014 -0.010
H 0.7122 1.0867 3.9737 0.048 0.029 0.005
H -0.3661 0.2872 6.0367 -0.006 -0.002 -0.005
H -2.4493 -1.0324 5.9221 0.001 0.003 -0.004
H -3.4646 -1.5577 3.7295 0.002 -0.004 0.001
H -2.3685 -0.7957 1.6503 -0.013 0.000 -0.008
H 2.4361 2.8286 0.0672 -0.006 -0.009 0.013
H 4.8393 2.9374 0.5327 -0.002 -0.006 0.001
H 5.8895 1.3081 2.0717 -0.010 0.000 -0.002
H 4.5012 -0.4329 3.1500 0.002 0.008 -0.004
H 2.0912 -0.5488 2.6993 -0.037 -0.054 0.032

---

4.
35
Properties=species:S:1:pos:R:3:forces:R:3 method="wB97M-V/def2-TZVPD" total_charge=+1 e_tot_ha=-1012.66006 lumo_ha=-0.098 de_lowest_kcal_mol=48.6 homo_energy_ha=-0.4260
C 0.3736 -0.0296 -0.9412 -4.011 -0.578 0.984
N -0.4233 -0.1996 0.3489 0.956 -0.912 -0.875
C -0.5474 0.9970 1.1237 2.535 2.297 -2.015
C -1.5654 1.9748 0.5305 -2.377 -1.535 -1.477
S -1.5847 3.7240 0.8895 0.237 0.323 -0.017
C 1.8065 0.0979 -0.6415 2.835 1.125 -0.544
N 2.2288 -0.5311 0.6995 -3.649 -1.255 0.455
C 2.4766 -0.5399 -1.8470 3.525 0.740 -0.820
H 0.1006 0.9308 -1.4481 -0.035 -0.960 -0.011
H 0.1008 -0.9561 -1.6117 0.625 1.881 1.296
H -1.3247 -0.6391 0.2252 -0.133 -0.266 -0.204
H 0.5210 1.4131 1.1618 -1.280 0.103 -0.147
H -0.7823 0.9028 2.1336 -0.562 -0.964 1.736
H -2.5192 1.5350 0.9069 0.458 0.613 -0.105
H -1.7788 1.8320 -0.5917 1.061 0.226 1.375
H -0.4670 3.7375 1.6000 0.368 0.115 0.280
H 2.1701 1.1705 -0.6692 -0.653 -1.322 0.477
H 2.4069 0.0160 1.5654 -0.088 0.157 -1.226
H 1.2523 -1.0809 0.9330 1.793 1.043 -0.097
H 2.9455 -1.2157 0.5944 0.726 -0.566 -0.168
H 2.1377 -1.5653 -2.1699 0.500 1.031 0.670
H 2.3100 0.1783 -2.6955 -0.222 -0.803 0.649
H 3.6738 -0.4192 -1.7482 -2.590 -0.846 -0.180
H -3.4637 -0.5606 2.0913 -0.455 -0.371 -0.086
H -3.9668 -1.2192 0.7523 -1.270 -1.587 -0.336
O -3.3939 -0.6003 1.1349 1.768 2.000 0.632
H -3.2066 -2.2079 -1.5003 -1.354 2.166 -2.378
H -2.7680 -3.4596 -1.1052 0.177 1.088 1.501
O -2.8549 -2.5335 -0.7200 1.187 -3.344 0.654
H 0.2330 -3.7619 1.1635 1.258 1.703 1.586
H 1.1245 -3.7448 2.4596 -0.448 0.805 -0.796
O 0.7532 -3.1266 1.7804 -0.723 -2.378 -0.835
H 1.5330 3.6641 -2.0844 0.880 -0.131 -0.281
H 0.7953 3.1791 -0.9577 1.411 -0.537 0.113
O 1.7036 3.0378 -1.3629 -2.451 0.937 0.189

---

5.
9
Properties=species:S:1:pos:R:3:forces:R:3 method="wB97M-V/def2-TZVPD" total_charge=0 s_squared=2.007 multiplicity=3 e_tot_ha=-722.49610 lumo_ha="0.031 / -0.121" de_lowest_kcal_mol=10.0 homo_energy_ha="-0.2727 / -0.3732"
C 1.1078 0.0497 0.0441 0.509 2.178 -0.328
N -0.1569 -0.5358 -0.3301 2.140 -2.724 -0.608
N -1.2671 0.2402 -0.1598 1.943 -0.883 0.404
O -1.1416 1.4523 -0.1906 -0.456 3.570 -0.303
F 1.4087 -0.0782 1.3815 -0.234 -0.468 1.183
S -2.6490 -0.5360 0.0206 -3.271 -1.257 0.395
H 1.0597 1.1820 -0.1099 -0.507 -1.645 -0.104
H 2.0864 -0.2117 -0.4253 -1.452 -0.857 -0.510
H -0.4481 -1.5626 -0.2304 1.328 2.086 -0.129